[1]
Density functional theory data (ωB97M-V/def2-TZVPD) for a molecular structure, C44H39Br3FN8O7SSc in a non-equilibrium geometry.

Results
* maximum force: 4.10 eV/Å
* relative energy (zero: lowest compared OMol25 entry of this formula, charge and spin): 0.0 kcal/mol
* multiplicity: 1
* Kohn-Sham gap: 5.388 eV

Last column: Mulliken charge in e.
Element x y z (Å)
Sc 16.81 14.16 12.52  -1.094
Br 18.20 21.07 13.37  -0.160
C 17.58 19.26 13.16  -0.925
C 18.24 18.34 12.39  -0.772
C 17.60 17.14 12.01  -0.279
N 16.48 16.68 12.63  1.268
C 15.75 17.62 13.28  0.350
C 16.33 18.84 13.66  -0.528
C 14.29 17.50 13.48  -0.066
C 13.48 18.66 13.31  -0.776
C 12.10 18.59 13.55  -0.181
Br 11.04 20.09 13.19  -0.104
C 11.57 17.33 13.83  -0.625
C 12.43 16.27 14.11  -0.187
N 13.75 16.30 13.86  0.173
H 19.23 18.54 11.97  0.551
H 18.14 16.52 11.26  0.376
H 15.69 19.53 14.19  0.889
H 13.96 19.64 13.08  0.560
H 10.48 17.20 13.98  0.376
H 11.94 15.36 14.50  0.320
C 23.18 9.96 13.03  -1.856
C 23.40 11.47 13.42  0.423
C 24.64 11.99 12.79  -0.907
C 24.86 13.45 13.28  -1.025
C 23.65 14.30 13.08  0.916
C 23.70 15.68 13.00  -0.887
C 22.48 16.39 12.82  0.022
F 22.58 17.77 12.74  -0.350
C 21.21 15.80 12.80  -1.220
C 21.14 14.42 12.81  0.524
C 19.85 13.78 12.54  0.541
O 18.83 14.60 12.45  0.011
C 19.83 12.39 12.34  0.017
C 21.00 11.69 12.64  -0.380
N 22.22 12.28 12.91  0.207
C 22.36 13.68 12.94  0.108
C 18.56 11.74 11.93  -0.107
O 18.69 10.70 11.29  -0.746
O 17.41 12.33 12.17  0.325
H 24.04 9.53 13.48  0.486
H 23.27 9.88 11.96  0.413
H 22.23 9.51 13.40  0.560
H 23.43 11.51 14.54  0.215
H 24.60 12.04 11.67  0.296
H 25.50 11.34 13.08  0.374
H 25.70 13.88 12.69  0.416
H 25.21 13.52 14.35  0.361
H 24.61 16.21 12.95  0.564
H 20.43 16.49 12.93  0.668
H 21.04 10.62 12.62  0.580
Br 16.68 13.25 19.43  -0.220
C 16.73 13.50 17.57  0.028
C 16.99 12.44 16.71  -0.907
C 17.14 12.70 15.30  -0.413
C 16.96 14.01 14.83  0.854
C 16.76 14.99 15.74  0.379
C 16.50 14.78 17.08  -0.691
H 17.31 11.45 17.04  0.409
H 17.33 11.88 14.65  0.546
H 16.87 16.04 15.41  0.120
H 16.21 15.63 17.72  0.411
C 16.47 14.71 6.91  -1.228
N 16.76 14.12 8.21  0.119
C 18.10 13.48 8.32  -1.083
C 16.11 14.53 9.31  0.047
O 16.69 14.48 10.44  -0.024
N 14.81 15.06 9.19  0.296
C 13.94 14.59 8.14  -1.327
C 14.22 15.80 10.27  -1.440
H 17.37 14.99 6.37  0.450
H 15.75 15.53 6.99  0.376
H 15.97 13.99 6.25  0.342
H 18.27 12.88 7.42  0.456
H 18.21 12.80 9.14  0.214
H 18.83 14.30 8.27  0.392
H 14.33 13.61 7.88  0.429
H 13.97 15.26 7.24  0.250
H 12.93 14.54 8.59  0.528
H 14.92 16.50 10.63  0.356
H 13.92 15.10 11.05  0.343
H 13.30 16.28 9.94  0.600
O 11.44 7.48 10.07  -0.674
S 10.21 8.19 10.36  1.139
O 9.10 7.28 10.09  -0.655
O 10.10 9.63 10.01  -0.672
C 10.41 8.71 12.09  0.219
N 9.54 8.48 13.04  -0.569
C 9.85 9.07 14.20  -0.362
C 10.91 9.97 14.32  -0.606
C 11.80 10.11 13.23  0.045
N 11.54 9.37 12.16  -0.175
C 12.80 11.14 13.07  1.182
C 13.05 12.23 13.85  -1.449
C 13.99 13.17 13.47  -0.295
N 14.82 12.92 12.38  1.139
C 14.61 11.80 11.66  -0.769
C 13.63 10.88 11.97  -1.025
H 9.26 8.84 15.08  0.403
H 11.09 10.46 15.24  0.434
H 12.50 12.43 14.75  0.378
H 14.13 14.12 13.99  0.765
H 15.22 11.62 10.77  0.489
H 13.41 10.00 11.41  0.733


[2]
Density functional theory data (ωB97M-V/def2-TZVPD) for a molecular structure, C44H39ClF3N3O5OsTe.

Results
* maximum force: 0.83 eV/Å
* relative energy (zero: lowest compared OMol25 entry of this formula, charge and spin): 7.6 kcal/mol
* net charge: -1
* multiplicity: 2
* Kohn-Sham gap (alpha / beta): 7.109 / 7.248 eV
* <S²>: 0.76

Last column: Mulliken spin population.
Element x y z (Å)
Os 0.38 -0.60 -0.26  0.748
O 6.77 0.66 2.24  0.000
C 5.74 0.89 2.90  0.000
O 5.58 1.39 4.03  0.000
C 4.42 0.51 2.18  -0.001
C 3.22 0.48 2.87  0.005
C 2.05 0.18 2.21  0.012
N 2.02 -0.08 0.90  -0.014
C 3.18 -0.09 0.22  0.018
C 4.39 0.20 0.82  0.001
C 3.08 -0.47 -1.24  -0.030
O 4.05 -0.53 -1.95  0.011
O 1.85 -0.71 -1.65  0.038
H 3.22 0.72 3.93  0.000
H 1.09 0.16 2.72  -0.009
H 5.31 0.17 0.25  0.000
C -3.28 4.27 9.48  0.000
C -2.78 3.72 8.17  0.000
C -1.57 4.15 7.63  -0.001
C -1.09 3.66 6.42  -0.001
C 0.24 4.15 5.93  0.000
C -1.86 2.71 5.71  0.002
Te -1.14 1.93 3.87  -0.005
N -1.14 0.41 0.52  0.213
C -2.07 1.09 0.08  -0.028
O -2.03 1.77 -1.18  0.029
C -3.43 1.26 0.66  -0.017
C -4.29 2.26 0.23  -0.001
C -5.57 2.36 0.78  0.002
C -5.98 1.46 1.75  -0.004
C -5.12 0.46 2.18  0.004
C -3.85 0.36 1.64  0.017
C -1.16 3.76 2.80  0.000
C 0.03 4.27 2.24  0.000
C 1.36 3.60 2.42  0.001
C -0.04 5.44 1.49  0.000
C -1.23 6.12 1.29  0.000
C -1.27 7.37 0.46  0.000
C -2.38 5.61 1.86  0.000
C -2.37 4.44 2.62  0.001
C -3.66 3.95 3.21  0.000
C -3.07 2.27 6.25  0.001
C -3.96 1.25 5.58  -0.001
C -3.51 2.78 7.47  0.000
H -2.54 4.91 9.95  0.000
H -3.52 3.46 10.17  0.000
H -4.19 4.86 9.33  0.000
H -0.97 4.87 8.17  0.000
H 0.71 4.79 6.67  0.000
H 0.14 4.72 5.00  0.000
H 0.92 3.31 5.73  0.000
H -3.96 2.96 -0.52  0.000
H -6.23 3.15 0.44  0.000
H -6.98 1.54 2.17  0.000
H -5.44 -0.25 2.93  0.000
H -3.16 -0.42 1.96  -0.002
H 1.62 3.50 3.48  0.000
H 2.15 4.16 1.92  0.000
H 1.35 2.59 2.02  -0.001
H 0.88 5.83 1.06  0.000
H -0.27 7.71 0.19  0.000
H -1.77 8.18 1.00  0.000
H -1.83 7.21 -0.47  0.000
H -3.32 6.13 1.72  0.000
H -4.50 4.51 2.80  0.000
H -3.66 4.08 4.30  0.000
H -3.81 2.89 3.01  0.000
H -3.74 1.14 4.52  0.000
H -5.01 1.53 5.68  0.000
H -3.83 0.27 6.04  0.000
H -4.45 2.43 7.87  0.000
F -1.18 -2.76 0.90  0.001
C 0.10 -2.22 0.92  0.006
F 0.93 -3.23 0.45  0.008
H 0.35 -2.08 1.97  0.003
F 2.63 2.28 -3.99  0.000
C 1.49 2.14 -3.28  -0.002
C 1.46 2.58 -1.97  -0.002
C 0.29 2.43 -1.24  -0.016
C -0.83 1.85 -1.84  0.025
C -0.78 1.43 -3.16  -0.009
C 0.39 1.57 -3.89  -0.003
H 2.35 3.02 -1.53  0.001
H 0.22 2.80 -0.23  -0.003
H -1.66 0.98 -3.60  0.001
H 0.46 1.24 -4.91  0.000
Cl -4.80 -2.49 -1.90  0.000
C -3.13 -2.31 -2.29  0.001
C -2.61 -2.88 -3.44  -0.003
C -1.26 -2.68 -3.69  0.002
C -0.49 -1.96 -2.80  0.001
N -1.01 -1.42 -1.68  0.008
C -2.31 -1.60 -1.43  -0.004
H -3.24 -3.45 -4.11  0.000
H -0.79 -3.10 -4.57  0.000
H 0.56 -1.77 -2.97  -0.003
H -2.71 -1.18 -0.52  -0.003


[3]
Density functional theory data (ωB97M-V/def2-TZVPD) for a molecular structure, C44H39N3O3S3Si2Sn.

Results
* maximum force: 0.52 eV/Å
* relative energy (zero: lowest compared OMol25 entry of this formula, charge and spin): 15.4 kcal/mol
* net charge: -2
* multiplicity: 1
* Kohn-Sham gap: 6.195 eV

Last column: Mulliken charge in e.
Element x y z (Å)
Sn -0.03 0.35 0.19  0.645
C 1.72 -4.87 -3.12  -0.522
C 2.09 -4.32 -1.90  -0.342
C 1.23 -3.43 -1.26  0.089
C -0.01 -3.07 -1.81  0.481
C -0.35 -3.63 -3.04  -0.345
C 0.50 -4.52 -3.69  -0.574
Si -1.15 -1.88 -0.87  0.758
C -1.85 -3.03 0.48  0.150
C -1.07 -3.39 1.59  0.079
C -1.59 -4.16 2.62  -0.842
C -2.91 -4.61 2.56  -0.376
C -3.70 -4.27 1.46  -0.469
C -3.17 -3.49 0.44  -0.423
H 2.38 -5.56 -3.64  0.375
H 3.05 -4.56 -1.45  0.301
H 1.54 -3.00 -0.31  -0.265
H -1.31 -3.37 -3.50  0.300
H 0.21 -4.94 -4.65  0.363
H -2.33 -1.82 -1.79  -0.512
H -0.05 -3.04 1.67  0.272
H -0.97 -4.40 3.47  0.390
H -3.32 -5.20 3.37  0.349
H -4.73 -4.61 1.41  0.349
H -3.80 -3.23 -0.41  0.266
C 3.84 1.32 1.15  -1.753
C 3.99 1.62 -0.36  1.997
C 5.48 1.84 -0.66  -1.808
C 3.19 2.89 -0.69  -1.581
Si 3.24 0.13 -1.28  -1.401
O 1.73 -0.12 -0.84  0.886
C 4.30 -1.37 -0.82  0.756
C 3.93 -2.19 0.25  -0.649
C 4.68 -3.31 0.60  -0.746
C 5.84 -3.62 -0.10  -0.497
C 6.24 -2.80 -1.15  -0.649
C 5.47 -1.70 -1.51  -0.447
C 3.40 0.31 -3.16  1.117
C 2.85 -0.72 -3.94  -0.047
C 2.88 -0.67 -5.33  -0.601
C 3.47 0.41 -5.98  -0.486
C 4.02 1.44 -5.23  -0.865
C 3.98 1.39 -3.84  -0.297
H 4.20 2.18 1.73  0.528
H 4.43 0.45 1.44  0.286
H 2.80 1.13 1.43  0.223
H 5.86 2.68 -0.05  0.526
H 5.67 2.09 -1.71  0.234
H 6.07 0.96 -0.41  0.339
H 3.54 3.73 -0.08  0.509
H 2.12 2.75 -0.48  0.152
H 3.27 3.17 -1.75  0.233
H 3.03 -1.95 0.82  0.639
H 4.35 -3.94 1.42  0.411
H 6.43 -4.48 0.18  0.348
H 7.15 -3.03 -1.70  0.400
H 5.79 -1.09 -2.36  0.335
H 2.37 -1.56 -3.46  0.143
H 2.44 -1.48 -5.90  0.412
H 3.48 0.46 -7.06  0.330
H 4.47 2.29 -5.73  0.360
H 4.42 2.21 -3.28  0.020
O 0.36 2.20 -3.39  -0.682
C -0.60 2.38 -2.67  -0.214
N -0.99 1.63 -1.56  0.134
C -2.13 2.18 -1.02  0.201
O -2.70 1.77 -0.02  -0.714
C -2.55 3.38 -1.84  0.135
C -3.57 4.29 -1.69  -0.431
C -3.62 5.36 -2.58  -0.379
C -2.66 5.50 -3.58  -0.445
C -1.63 4.57 -3.72  -0.304
C -1.60 3.51 -2.84  0.278
H -4.30 4.17 -0.89  0.465
H -4.40 6.10 -2.49  0.375
H -2.71 6.35 -4.25  0.366
H -0.87 4.67 -4.49  0.475
S 0.37 -1.44 9.24  -0.493
C 0.36 -0.85 7.66  0.293
S 0.71 -1.86 6.32  -0.167
C 0.47 -0.55 5.14  -0.149
N 0.14 0.55 5.76  -0.864
N 0.09 0.39 7.16  0.564
C -0.26 1.59 7.87  0.559
C -0.69 2.70 7.13  -0.353
C -1.03 3.88 7.77  -0.507
C -0.95 3.99 9.15  -0.439
C -0.52 2.90 9.88  -0.615
C -0.18 1.70 9.26  -0.423
S 0.68 -0.83 3.48  -0.207
H -0.74 2.61 6.06  0.509
H -1.35 4.72 7.17  0.337
H -1.22 4.92 9.65  0.356
H -0.45 2.96 10.96  0.330
H 0.15 0.86 9.85  0.148